Entry 1:
Here is a 2-piece molecular cluster, C4H9NO overall at a distorted geometry from the Open Molecules 2025 dataset. Energies are from the ωB97M-V functional and the def2-TZVPD basis.

The geometry in XYZ format:
```
15
C4H9NO, DFT the ωB97M-V functional and the def2-TZVPD basis
C 0.72470 -4.72339 -1.43875
C 2.34707 -3.19261 -0.92134
N 2.04257 -4.13407 -1.70705
H 0.66630 -4.98130 -0.38405
H 0.52609 -5.57765 -2.08038
H -0.05275 -4.01046 -1.72037
H 3.26076 -2.64067 -1.06278
H 1.66152 -2.96021 -0.10381
O -2.70902 3.70213 2.58404
C -1.63837 4.27162 2.15481
C -1.53710 4.94282 0.80007
H -0.68094 3.82534 2.52540
H -2.41003 5.60844 0.73843
H -1.50864 4.24163 -0.06036
H -0.69218 5.62838 0.67615
```

Summary:
**HOMO level (alpha / beta)**: 0.540 / -2.687 eV
**Spin multiplicity**: 2
**<S²>**: 0.75
**Charge**: -1
**Orbital gap (alpha / beta)**: 0.08121 / 0.19967 hartree
**LUMO (alpha / beta)**: 2.75 / 2.75 eV

These are the Mulliken partial charges, in e, on atoms 1 to 4: number 1, C, carries -0.766; number 2, C, carries -0.229; number 3, N, carries -0.412; number 4, H, carries 0.317



Entry 2:
Here is a 2-piece molecular cluster, C4H9NO overall from the Open Molecules 2025 dataset. Energies are from the ωB97M-V functional and the def2-TZVPD basis.

The geometry in XYZ format:
```
15
C4H9NO, DFT the ωB97M-V functional and the def2-TZVPD basis
C -1.38382 2.60607 -1.06231
C -0.81718 1.70528 -1.86225
C 0.41582 -0.72301 -0.23861
O -0.03821 0.07821 0.74370
N 0.95919 -1.81067 0.31521
C 1.06977 -2.14495 1.72883
H -0.43772 0.83486 0.28425
H -0.82548 3.45169 -0.66645
H -2.43279 2.54189 -0.78130
H -1.36763 0.85559 -2.25659
H 0.23096 1.76200 -2.14329
H 1.34830 -2.46998 -0.34051
H 2.07596 -1.93708 2.10881
H 0.35323 -1.54428 2.28857
H 0.84958 -3.20562 1.88194
```

Summary:
**HOMO level**: -8.439 eV
**Spin multiplicity**: 1
**Charge**: 0
**Orbital gap**: 0.34840 hartree
**LUMO**: 1.04 eV

These are the Mulliken partial charges, in e, on atoms 1 to 4: number 1, C, carries -0.446; number 2, C, carries -0.609; number 3, C, carries -0.412; number 4, O, carries -0.346



Entry 3:
Here is a 2-piece molecular cluster, C4H9NO overall at a distorted geometry from the Open Molecules 2025 dataset. Energies are from the ωB97M-V functional and the def2-TZVPD basis.

The geometry in XYZ format:
```
15
C4H9NO, DFT the ωB97M-V functional and the def2-TZVPD basis
C -1.19532 -1.34494 -0.64268
C -1.14944 -0.45255 0.55886
C -0.85444 0.85745 0.54737
O -0.85875 1.67589 -0.54134
H -0.38000 -2.06967 -0.60327
H -2.13445 -1.89893 -0.66167
H -1.11369 -0.80726 -1.58824
H -1.31938 -0.92558 1.51434
H -0.83947 1.43799 1.45952
H -0.94626 1.14362 -1.34181
C 2.39297 0.76190 0.05572
N 2.04132 -0.31308 0.58585
H 1.83917 1.70458 0.05696
H 3.39138 0.82583 -0.36261
H 1.12634 -0.59526 0.96301
```

Summary:
**HOMO level**: -8.555 eV
**Spin multiplicity**: 1
**Structure (SMILES)**: C/C=C\O.C=N
**Charge**: 0
**Orbital gap**: 0.34428 hartree
**LUMO**: 0.81 eV

These are the Mulliken partial charges, in e, on atoms 1 to 4: number 1, C, carries -1.043; number 2, C, carries -0.185; number 3, C, carries -0.304; number 4, O, carries -0.454



Entry 4:
Here is a 2-piece molecular cluster, C4H9NO overall from the Open Molecules 2025 dataset. Energies are from the ωB97M-V functional and the def2-TZVPD basis.

The geometry in XYZ format:
```
15
C4H9NO, DFT the ωB97M-V functional and the def2-TZVPD basis
C -1.82341 0.61392 0.15926
C -1.57415 -0.63385 -0.67888
N -0.36877 -1.33526 -0.30504
C 0.25057 -1.61186 0.68769
O 0.94753 -1.94011 1.57883
H -2.76229 1.08782 -0.14503
H -1.01190 1.33740 0.03116
H -1.89672 0.36069 1.22225
H -2.41708 -1.32924 -0.59484
H -1.48289 -0.36882 -1.73630
C 2.42827 0.76390 -0.04447
H 1.71357 0.46491 -0.81568
H 3.37896 1.03094 -0.51174
H 2.58040 -0.06644 0.64954
H 2.03792 1.62599 0.50323
```

Summary:
**HOMO level**: -10.297 eV
**Spin multiplicity**: 1
**Structure (SMILES)**: CCN=C=O.C
**Charge**: 0
**Orbital gap**: 0.40851 hartree
**LUMO**: 0.82 eV

These are the Mulliken partial charges, in e, on atoms 1 to 4: number 1, C, carries -0.969; number 2, C, carries -0.305; number 3, N, carries -0.369; number 4, C, carries 0.652



Entry 5:
Here is an isolated molecule of C4H9NO from the Open Molecules 2025 dataset. Energies are from the ωB97M-V functional and the def2-TZVPD basis.

The geometry in XYZ format:
```
15
C4H9NO, DFT the ωB97M-V functional and the def2-TZVPD basis
C 0.68743 -1.02429 -1.89996
C -0.74858 -0.96517 0.01483
O 0.77637 -0.91980 -0.46842
C -0.92062 0.38929 0.66978
C -0.16306 0.95266 1.82342
N 0.17294 1.35165 0.45161
H 0.17109 -1.96164 -2.09380
H 0.06858 -0.20828 -2.28025
H 1.70017 -1.01311 -2.30935
H -0.67284 -1.74813 0.77879
H 1.05267 0.02360 -0.23341
H -1.92749 0.78989 0.54806
H 0.60172 0.35525 2.31527
H -0.65142 1.68971 2.45812
H -0.14696 2.28837 0.22532
```

Summary:
**HOMO level**: -6.827 eV
**Spin multiplicity**: 1
**Charge**: 0
**Orbital gap**: 0.28729 hartree
**LUMO**: 0.99 eV

These are the Mulliken partial charges, in e, on atoms 1 to 4: number 1, C, carries -0.670; number 2, C, carries -0.769; number 3, O, carries -0.227; number 4, C, carries 0.009



Entry 6:
Here is an isolated molecule of C4H9NO from the Open Molecules 2025 dataset. Energies are from the ωB97M-V functional and the def2-TZVPD basis.

The geometry in XYZ format:
```
15
C4H9NO, DFT the ωB97M-V functional and the def2-TZVPD basis
C 2.31255 -0.37757 0.06066
C 1.18675 0.65340 0.02534
C -0.15032 -0.00698 0.32380
O -0.25913 -0.84028 1.20795
N -1.23646 0.37803 -0.39763
C -2.50749 -0.24119 -0.11534
H 2.21169 -1.09797 -0.75926
H 3.28877 0.10992 -0.03175
H 2.27578 -0.93160 1.00285
H 1.34477 1.39666 0.81879
H 1.18507 1.19442 -0.93014
H -1.10291 1.04398 -1.15564
H -2.77326 -0.99470 -0.87214
H -2.47328 -0.79046 0.84837
H -3.30254 0.50432 -0.02584
```

Summary:
**HOMO level**: -9.601 eV
**Spin multiplicity**: 1
**Structure (SMILES)**: CCC(=O)NC
**Charge**: 0
**Orbital gap**: 0.38711 hartree
**LUMO**: 0.93 eV

These are the Mulliken partial charges, in e, on atoms 1 to 4: number 1, C, carries -1.101; number 2, C, carries -0.248; number 3, C, carries 0.498; number 4, O, carries -0.644



Entry 7:
Here is an isolated molecule of C4H9NO from the Open Molecules 2025 dataset. Energies are from the ωB97M-V functional and the def2-TZVPD basis.

The geometry in XYZ format:
```
15
C4H9NO, DFT the ωB97M-V functional and the def2-TZVPD basis
C -1.79006 0.69577 1.18894
O -0.53245 0.23733 0.75638
C -0.22945 0.60531 -0.56829
C 0.98959 -0.15910 -1.02644
C 1.98091 -0.64048 -0.04360
N 1.08811 -1.58135 -0.72696
H -2.60181 0.04597 0.83000
H -1.98653 1.72229 0.84556
H -1.78203 0.68955 2.28127
H -0.04826 1.69136 -0.62873
H -1.07595 0.37281 -1.23718
H 1.32537 0.11324 -2.02661
H 1.78616 -0.42210 1.00310
H 3.02965 -0.71790 -0.31938
H 0.33125 -1.82557 -0.09067
```

Summary:
**HOMO level**: -9.384 eV
**Spin multiplicity**: 1
**Structure (SMILES)**: COC[C@H]1CN1
**Charge**: 0
**Orbital gap**: 0.38204 hartree
**LUMO**: 1.01 eV

These are the Mulliken partial charges, in e, on atoms 1 to 4: number 1, C, carries -0.739; number 2, O, carries -0.309; number 3, C, carries -0.522; number 4, C, carries 0.009



Entry 8:
Here is an isolated molecule of C4H9NO at a distorted geometry from the Open Molecules 2025 dataset. Energies are from the ωB97M-V functional and the def2-TZVPD basis.

The geometry in XYZ format:
```
15
C4H9NO, DFT the ωB97M-V functional and the def2-TZVPD basis
C 1.05169 -1.46859 -0.35996
C 0.99679 -0.22427 0.54279
C 0.31983 1.03381 -0.03275
N -0.23295 0.99849 -1.32592
C -0.43038 0.16806 0.93648
O -1.56535 -0.36888 0.45388
H -0.14764 -1.71283 -0.73486
H 1.75658 -1.25564 -1.42267
H 1.58127 -2.30329 0.43083
H 1.75761 -0.13182 1.29076
H 0.66643 1.97537 0.26705
H 0.31930 1.47685 -1.98162
H -1.13644 1.47206 -1.30401
H -0.48718 0.66262 1.88558
H -1.78406 -1.27582 0.70002
```

Summary:
**HOMO level**: -8.798 eV
**Spin multiplicity**: 1
**Structure (SMILES)**: C[C@H]1[C@@H](N)[C@H]1O
**Charge**: 0
**Orbital gap**: 0.35526 hartree
**LUMO**: 0.87 eV

These are the Mulliken partial charges, in e, on atoms 1 to 4: number 1, C, carries -0.872; number 2, C, carries -0.204; number 3, C, carries -0.179; number 4, N, carries -0.550



For reference, E_tot by record: -7828.762, -7829.235, -7829.481, -7831.461, -7826.518, -7831.977, -7829.816, -7828.509 eV.
For reference, ΔE to the lowest compared entry with this formula, charge and spin by record: 114.18, 297.62, 273.93, 82.87, 559.80, 33.09, 241.61, 367.73 kJ/mol.